(1)
Computed, not measured: C22H29MnO as an isolated structure at a distorted geometry, with the ωB97M-V functional and the def2-TZVPD basis.

Properties
**E_HOMO (spin up / spin down)**: -9.89 / -11.47 eV
**Charge**: +1
**Spin multiplicity**: 4
**⟨S²⟩**: 3.88

Last column: Mulliken spin population.
Geometry (Å):
C1 1.174 -2.143 1.390  -0.075
C2 2.185 -1.485 0.573  -0.172
C3 1.720 -1.489 -0.790  0.106
C4 0.383 -2.034 -0.810  -0.027
C5 0.077 -2.493 0.529  0.046
Mn1 0.452 -0.423 0.536  2.752
C6 -1.937 2.082 0.367  0.026
C7 -1.811 1.073 1.483  0.521
H1 -2.175 1.418 2.458  -0.053
C8 -1.462 -0.279 1.284  -0.108
H2 -2.053 -0.870 0.556  0.017
H3 -1.301 -0.846 2.222  0.023
C9 -2.629 3.338 0.918  0.043
H4 -2.015 3.797 1.700  -0.014
H5 -2.801 4.069 0.123  0.003
H6 -3.598 3.059 1.344  -0.011
C10 -2.805 1.530 -0.792  0.065
H7 -2.375 0.612 -1.214  0.002
H8 -3.828 1.324 -0.444  -0.013
H9 -2.856 2.275 -1.598  0.005
C11 3.540 -1.061 1.021  0.001
H10 3.544 -0.812 2.091  0.004
H11 4.289 -1.856 0.857  -0.003
H12 3.879 -0.173 0.463  -0.004
C12 2.612 -1.191 -1.944  0.009
H13 2.968 -0.152 -1.906  0.004
H14 3.502 -1.841 -1.928  -0.003
H15 2.104 -1.350 -2.901  0.002
C13 -0.488 -2.273 -1.994  -0.014
H16 -0.226 -1.608 -2.828  0.002
H17 -0.411 -3.313 -2.354  0.001
H18 -1.545 -2.090 -1.742  0.002
C14 -1.075 -3.355 0.912  0.011
H19 -1.963 -3.132 0.307  0.002
H20 -0.839 -4.421 0.770  -0.004
H21 -1.334 -3.218 1.969  0.002
C15 1.343 -2.553 2.807  0.007
H22 0.375 -2.756 3.280  0.002
H23 1.950 -3.469 2.892  -0.001
H24 1.848 -1.773 3.391  -0.002
C16 0.144 1.185 -0.634  -0.186
C17 -0.599 2.361 -0.185  0.081
C18 0.511 1.198 -1.980  0.007
C19 -0.489 3.619 -0.997  0.019
H25 0.242 2.321 0.611  0.000
C20 0.519 2.354 -2.777  0.009
H26 0.799 0.268 -2.458  0.011
C21 0.062 3.571 -2.243  0.004
H27 -0.883 4.542 -0.564  0.003
H28 0.909 2.303 -3.797  0.000
H29 0.127 4.475 -2.859  0.001
O1 1.215 1.030 2.989  0.003
C22 1.024 0.653 1.896  -0.106

Forces on the atoms, in the same order (eV/Å):
0.315 -0.575 -0.813
-0.049 -1.494 -0.852
0.262 -1.370 0.774
1.180 -0.582 0.613
1.247 -0.367 -0.171
-2.038 2.530 -1.225
-2.358 -0.745 1.226
-1.112 0.487 0.206
0.630 -0.112 -0.120
-0.336 -0.562 0.673
0.456 0.386 0.061
-0.565 0.243 -0.394
0.143 -0.051 -0.011
-0.134 0.031 -0.046
-0.114 -0.063 0.193
0.205 0.093 -0.072
0.002 0.001 -0.070
-0.146 0.151 0.126
0.328 0.053 -0.093
-0.063 -0.148 0.110
0.503 0.270 0.108
0.066 -0.079 -0.305
-0.338 0.234 0.065
-0.063 -0.291 0.214
0.194 0.485 -0.351
0.027 -0.258 -0.142
-0.361 0.138 0.084
0.147 0.039 0.161
-0.362 0.157 -0.372
-0.107 -0.231 0.170
0.042 0.348 0.179
0.314 -0.075 -0.136
-0.444 0.110 0.168
0.140 -0.085 0.162
0.057 0.371 -0.026
-0.038 -0.055 -0.252
0.026 -0.025 0.564
0.234 0.069 -0.046
-0.196 0.285 -0.112
-0.104 -0.175 -0.047
-1.517 -1.306 -1.665
3.452 1.153 -0.274
0.840 0.620 -1.364
0.190 -0.816 -0.127
-0.984 1.663 -0.039
-0.068 -1.459 0.936
0.236 0.302 0.142
-0.165 1.423 0.276
0.129 -0.354 -0.342
-0.306 0.022 0.247
-0.017 -0.322 0.337
-0.329 -0.635 -3.873
0.949 0.571 5.543

---

(2)
Computed, not measured: C32H48Cl3GeN2SiZn as an isolated structure at a distorted geometry, with the ωB97M-V functional and the def2-TZVPD basis.

Properties
**E_HOMO (spin up / spin down)**: -0.52 / -1.09 eV
**Charge**: -2
**Spin multiplicity**: 2
**⟨S²⟩**: 0.79

Last column: Mulliken spin population.
Geometry (Å):
Zn1 0.809 1.920 -0.339  -0.005
C1 1.476 -0.892 -4.008  0.006
C2 0.197 -0.101 -3.718  -0.001
C3 0.131 1.141 -4.610  0.005
C4 -1.014 -0.996 -3.883  0.054
C5 -1.355 -1.429 -5.150  -0.037
C6 -2.430 -2.281 -5.356  0.058
C7 -3.149 -2.700 -4.253  -0.038
C8 -2.844 -2.310 -2.947  0.057
C9 -3.753 -2.945 -1.896  0.014
C10 -4.358 -1.981 -0.868  -0.056
C11 -3.081 -4.184 -1.277  0.002
C12 -1.745 -1.422 -2.729  -0.066
N1 -1.387 -0.804 -1.558  0.252
C13 -1.368 -1.307 -0.349  0.172
C14 -1.176 -0.578 0.840  0.197
N2 -0.636 0.624 0.964  0.233
C15 -0.671 1.296 2.170  -0.041
C16 0.484 1.839 2.609  0.016
C17 0.913 3.145 4.373  0.007
C18 -0.347 3.241 5.027  0.066
C19 -1.462 2.610 4.376  -0.072
C20 -1.685 1.697 3.102  0.087
C21 -3.133 1.354 2.806  -0.024
C22 -3.931 2.629 2.509  0.009
C23 -3.782 0.558 3.944  0.009
C24 2.685 1.837 3.314  -0.022
C25 3.788 1.826 4.384  0.003
C26 3.326 0.912 2.260  0.003
H1 2.353 -0.271 -3.819  0.000
H2 1.494 -1.235 -5.048  0.001
H3 1.536 -1.761 -3.350  -0.003
H4 0.235 0.225 -2.681  0.000
H5 0.260 0.886 -5.667  0.001
H6 0.926 1.833 -4.328  0.001
H7 -0.825 1.651 -4.491  -0.002
H8 -0.773 -1.094 -6.002  -0.001
H9 -2.703 -2.611 -6.351  0.007
H10 -3.992 -3.368 -4.404  -0.001
H11 -4.616 -3.336 -2.446  0.002
H12 -3.617 -1.388 -0.344  0.044
H13 -4.940 -2.544 -0.132  -0.007
H14 -5.032 -1.290 -1.380  -0.002
H15 -2.064 -3.980 -0.953  -0.001
H16 -3.027 -4.975 -2.027  0.000
H17 -3.656 -4.555 -0.423  0.001
H18 -1.496 -2.376 -0.167  0.029
H19 -1.428 -1.121 1.757  0.052
H20 1.534 3.772 5.046  -0.008
H21 -0.470 3.810 5.933  0.010
H22 -2.394 2.774 4.912  0.006
H23 -3.143 0.733 1.908  0.014
H24 -3.966 3.280 3.384  0.001
H25 -4.954 2.378 2.211  0.000
H26 -3.450 3.182 1.702  -0.003
H27 -3.827 1.147 4.862  0.001
H28 -3.212 -0.349 4.152  -0.003
H29 -4.804 0.269 3.677  0.000
H30 2.108 3.504 3.208  -0.022
H31 3.742 0.882 4.933  0.000
H32 3.530 2.649 5.060  -0.002
H33 4.782 1.981 3.967  0.000
H34 2.502 0.361 1.811  -0.004
H35 4.097 0.238 2.618  0.000
H36 3.727 1.601 1.514  0.000
C27 -0.350 3.164 -1.414  0.000
H37 -0.947 3.781 -0.735  0.000
H38 -1.043 2.627 -2.066  -0.001
H39 0.222 3.866 -2.030  0.000
Cl1 1.454 2.572 3.214  0.006
Ge1 1.479 3.808 1.588  -0.005
Cl2 3.145 5.099 2.761  -0.004
Cl3 -0.243 5.120 2.125  0.001
C28 4.705 -2.387 -2.480  0.000
Si1 3.922 -1.964 -0.812  -0.003
C29 5.336 -1.811 0.433  0.000
C30 2.890 -3.463 -0.309  0.004
C31 2.884 -0.491 -0.852  -0.005
C32 2.163 0.493 -0.792  0.008
H40 5.397 -3.230 -2.405  0.000
H41 5.258 -1.536 -2.883  0.000
H42 3.936 -2.649 -3.209  0.000
H43 6.015 -2.667 0.406  0.000
H44 4.941 -1.727 1.447  0.000
H45 5.924 -0.910 0.240  0.000
H46 3.468 -4.389 -0.259  0.001
H47 2.074 -3.612 -1.019  -0.001
H48 2.436 -3.297 0.670  0.000

Forces on the atoms, in the same order (eV/Å):
-0.570 -0.916 -0.671
-0.060 0.089 0.098
0.040 -0.034 -0.212
0.002 -0.039 0.132
0.076 -0.027 0.092
-0.081 -0.055 -0.004
-0.014 -0.022 -0.028
0.077 0.011 -0.032
-0.145 -0.137 -0.132
0.206 0.134 0.266
-0.029 -0.035 -0.157
-0.115 0.044 -0.049
-0.101 -0.017 -0.102
0.089 0.334 0.107
-0.020 -0.325 -0.017
0.196 -0.109 0.124
-0.503 0.321 -0.349
-3.660 1.297 2.031
-4.019 -5.893 -6.677
-2.451 7.610 16.415
-3.333 -3.626 -4.847
0.637 -0.134 0.160
0.616 0.385 -0.026
0.064 0.077 0.523
0.048 -0.131 -0.098
-0.122 -0.070 -0.177
11.413 -7.451 2.300
-1.901 1.591 0.957
-2.235 1.244 -1.231
0.031 -0.024 -0.006
0.006 -0.028 -0.004
0.038 -0.029 -0.012
-0.038 -0.011 -0.003
-0.020 0.002 -0.019
0.001 0.038 -0.030
0.013 0.050 -0.002
0.040 0.035 0.025
0.002 0.005 -0.007
-0.015 0.004 0.027
0.054 0.026 -0.065
-0.036 -0.009 0.070
-0.027 0.023 0.009
-0.002 0.036 0.034
-0.014 -0.035 0.052
0.037 -0.026 0.013
0.010 -0.026 0.010
-0.156 0.052 -0.040
0.023 0.030 0.011
0.961 -0.473 -0.716
0.015 0.088 -0.069
-0.093 -0.125 -0.136
0.031 0.009 0.001
-0.029 0.001 0.002
-0.020 0.049 -0.002
-0.047 0.037 -0.018
0.013 -0.006 0.007
-0.001 -0.006 0.016
-0.018 -0.013 0.025
5.090 8.818 -1.058
0.200 -0.033 0.014
0.600 -0.162 0.414
-0.035 0.115 -0.088
0.311 -0.242 -0.356
-0.084 0.111 0.431
0.450 -0.633 -0.389
0.043 0.307 0.245
-0.055 -0.023 0.000
0.058 -0.161 0.051
0.083 -0.064 -0.017
-1.822 -7.495 -0.487
-0.265 3.970 -6.072
0.873 1.116 -0.164
-0.266 0.346 -0.195
-0.094 0.202 -0.039
0.158 -0.560 0.041
-0.099 0.191 -0.002
-0.057 0.113 0.010
0.180 0.013 -0.222
-0.064 0.196 0.327
-0.018 -0.028 0.106
0.006 0.029 0.004
-0.027 0.021 -0.009
-0.062 -0.066 -0.082
-0.021 0.015 0.010
0.000 0.024 -0.005
0.096 0.038 -0.033
-0.023 0.021 -0.013
-0.019 0.032 0.009

---

(3)
Computed, not measured: C28H36N6NiO2S as an isolated structure at a distorted geometry, with the ωB97M-V functional and the def2-TZVPD basis.

Properties
**E_HOMO (spin up / spin down)**: -13.17 / -13.23 eV
**Charge**: +2
**Spin multiplicity**: 3
**ΔE to the lowest compared entry with this formula, charge and spin**: 5.9 kcal per mole
**⟨S²⟩**: 2.00

Last column: Mulliken spin population.
Geometry (Å):
Ni1 0.177 -0.237 0.885  1.789
N1 -2.889 -3.731 -3.648  0.002
C1 -1.769 -3.899 -2.906  0.000
N2 -1.438 -3.196 -1.882  0.001
C2 -2.264 -2.145 -1.542  0.005
N3 -2.167 -1.517 -0.379  0.004
N4 -1.132 -1.728 0.470  0.032
C3 -0.911 -2.858 1.071  0.009
C4 0.222 -2.903 1.954  0.015
C5 0.454 -3.993 2.781  -0.001
C6 1.538 -3.964 3.657  0.000
C7 2.470 -2.917 3.610  0.002
C8 2.149 -1.864 2.716  0.011
N5 1.033 -1.834 1.941  0.039
C9 -3.375 -1.737 -2.414  0.000
C10 -4.163 -0.598 -2.072  0.001
C11 -5.269 -0.299 -2.876  0.000
C12 -5.570 -1.179 -3.958  0.001
C13 -4.841 -2.355 -4.214  -0.001
C14 -3.718 -2.626 -3.418  0.001
H1 -3.093 -4.300 -4.421  0.000
H2 -1.211 -4.771 -3.114  0.000
H3 -1.611 -3.630 0.995  0.002
H4 -0.216 -4.846 2.695  0.000
H5 1.693 -4.876 4.373  0.000
H6 3.390 -2.896 4.135  0.000
H7 2.783 -1.035 2.667  0.000
H8 -3.935 0.008 -1.196  0.000
H9 -5.833 0.650 -2.664  0.000
H10 -6.360 -1.014 -4.691  0.000
H11 -5.111 -2.867 -5.112  0.000
O1 -0.462 1.020 2.444  0.034
C15 -1.879 1.198 2.812  0.003
C16 -2.574 1.401 1.523  -0.006
C17 -1.931 2.500 0.649  0.003
C18 -1.510 1.949 -0.731  0.005
C19 -1.982 2.632 -1.833  0.003
C20 -1.613 2.161 -3.080  -0.002
C21 -0.753 1.063 -3.186  0.001
C22 -0.296 0.453 -2.008  0.009
N6 -0.702 0.895 -0.789  -0.003
H12 0.047 1.071 3.278  -0.002
H13 -1.824 2.065 3.504  0.001
H14 -2.230 0.325 3.391  0.002
H15 -3.647 1.451 1.792  0.000
H16 -2.534 0.420 1.000  0.004
H17 -1.054 2.918 1.089  0.000
H18 -2.671 3.274 0.533  0.000
H19 -2.565 3.527 -1.764  0.000
H20 -2.004 2.586 -4.004  0.000
H21 -0.590 0.692 -4.182  -0.001
H22 0.319 -0.482 -2.124  -0.018
C23 3.393 0.328 -1.953  0.004
C24 4.171 1.493 -1.526  0.000
C25 4.069 1.845 -0.051  0.003
S1 2.309 2.015 0.549  0.001
O2 2.062 0.547 0.886  0.048
C26 2.760 2.825 2.106  0.000
C27 3.880 2.174 2.971  0.000
C28 4.959 3.215 3.355  0.000
H23 3.641 0.105 -3.008  0.000
H24 2.315 0.539 -1.858  0.001
H25 3.637 -0.582 -1.370  0.000
H26 3.747 2.340 -2.082  0.000
H27 5.201 1.366 -1.760  0.000
H28 4.628 2.694 0.244  0.000
H29 4.416 1.013 0.586  0.000
H30 1.729 2.865 2.545  0.000
H31 3.047 3.895 1.904  0.000
H32 4.346 1.326 2.411  0.000
H33 3.434 1.674 3.870  0.000
H34 5.635 3.479 2.537  0.000
H35 5.571 2.800 4.127  0.000
H36 4.471 4.078 3.762  0.000

Forces on the atoms, in the same order (eV/Å):
0.386 0.211 -0.440
0.426 1.444 1.374
-1.350 -0.011 -0.143
0.138 0.758 0.277
-0.106 0.311 1.840
-0.538 -0.290 -1.270
0.538 -1.329 0.046
-0.427 2.656 -0.926
0.898 -0.416 0.873
-0.001 0.159 -0.073
0.921 -1.908 1.312
-2.209 0.290 -1.850
-1.289 -1.644 0.433
1.017 -0.021 1.015
0.074 0.400 1.686
-0.665 -0.636 -1.319
0.300 0.182 0.070
0.466 -0.546 0.027
-0.089 1.925 0.721
-0.401 0.174 -0.877
-0.110 -0.970 -0.954
0.754 -0.745 -0.511
-0.781 -1.392 -0.244
0.177 0.137 0.319
-0.233 1.924 -1.458
0.499 -0.030 0.610
0.764 1.264 -0.328
0.191 -0.232 -0.346
0.395 -1.310 -0.435
-0.007 0.425 0.544
0.064 -0.736 -0.171
0.399 -0.567 0.892
1.298 0.297 1.207
-0.597 -1.204 -0.095
-0.969 -1.397 -0.770
-0.658 1.254 1.518
0.644 -0.466 -1.130
0.156 -0.364 -0.367
-0.565 0.114 0.964
-0.551 -0.235 -0.978
1.182 -0.593 -0.362
-0.099 -0.259 -0.754
-0.632 -0.275 -0.524
0.110 0.297 -0.422
0.334 0.764 -0.560
0.089 0.534 0.105
0.550 0.307 0.610
0.012 0.473 -0.338
-0.375 0.137 0.321
0.092 0.130 0.322
0.564 -0.341 0.017
-0.564 1.071 0.655
-0.654 -1.936 -0.525
-0.593 1.887 0.627
-0.999 -1.397 0.040
2.499 0.452 -0.453
-1.020 -0.273 0.385
-0.759 0.632 0.454
-0.207 -0.848 -0.213
-0.547 -0.926 -0.329
-0.393 0.062 0.432
0.359 -0.298 -0.165
-0.227 0.374 -0.212
0.623 0.137 -0.080
0.912 0.129 -0.269
0.379 1.119 0.044
-0.196 0.179 -0.418
0.997 0.075 0.327
-0.454 -1.000 -0.270
-0.342 0.712 0.514
0.348 0.715 -0.618
-0.362 0.062 -0.068
0.483 -0.241 0.565
-0.069 0.662 0.118